A 17-piece molecular cluster, C102H85N17O34 overall at a distorted geometry. Source: the OMol25 dataset; level of theory: ωB97M-V/def2-TZVPD.

The calculation puts the largest force on an atom at 7.40 eV/A. The orbital gap comes out at 7.616 eV. For the energy relative to the best compared isomer or geometry (same formula, charge and spin), the calculation gives 9.0931 eV. As for the total charge: 0. The calculation puts the HOMO energy at -9.299 eV.

Element x y z (Å)
C (35.16094, 26.08081, 15.17427)
C (34.67701, 27.33968, 15.53849)
C (33.45894, 27.65028, 15.03738)
C (32.62343, 26.67740, 14.36256)
C (33.13321, 25.42530, 14.02676)
C (34.43370, 25.10103, 14.45697)
N (31.16946, 26.99716, 14.15100)
O (30.41798, 26.12585, 13.91822)
O (30.82226, 28.20401, 14.14267)
H (36.14254, 25.83407, 15.55107)
H (35.16261, 28.08168, 16.15493)
H (33.10014, 28.57997, 15.45370)
H (32.42286, 24.67303, 13.71706)
H (35.01384, 24.19033, 14.47938)
C (23.83612, 15.00840, 12.24394)
C (23.04807, 16.15804, 12.42937)
C (22.88227, 17.05389, 11.33997)
C (23.63364, 16.88597, 10.12666)
C (24.50863, 15.75645, 10.08494)
C (24.57625, 14.85112, 11.04974)
N (23.47058, 17.65777, 8.93333)
O (24.23308, 17.64883, 8.00455)
O (22.42559, 18.24798, 8.91056)
H (23.80297, 14.36472, 13.11053)
H (22.47706, 16.22468, 13.34365)
H (22.29231, 17.95226, 11.44618)
H (24.78358, 15.51152, 9.06966)
H (25.05937, 13.89864, 10.88918)
C (25.39422, 20.98469, 17.47346)
C (24.15065, 20.67896, 18.08842)
C (23.25005, 20.02843, 17.37047)
C (23.47434, 19.70083, 16.03707)
C (24.58443, 20.10620, 15.36063)
C (25.57008, 20.81072, 16.09828)
N (22.44239, 18.99276, 15.24524)
O (22.35374, 19.09337, 14.04206)
O (21.63871, 18.34015, 15.95239)
H (26.11460, 21.46971, 18.11549)
H (23.91860, 20.99274, 19.09544)
H (22.30713, 19.90065, 17.88133)
H (24.62789, 19.98430, 14.28842)
H (26.44499, 21.17973, 15.58374)
C (24.65298, 21.03032, 0.39054)
C (23.80784, 20.99794, 1.51467)
C (24.04879, 20.28621, 2.65074)
C (25.20131, 19.43930, 2.67922)
C (26.10072, 19.48387, 1.60542)
C (25.77058, 20.18793, 0.45163)
N (25.64712, 18.60479, 3.81877)
O (26.18942, 17.47620, 3.70207)
O (25.42901, 19.02178, 4.92374)
H (24.49346, 21.57050, -0.53095)
H (22.91769, 21.57850, 1.70690)
H (23.39349, 20.37367, 3.50475)
H (26.97098, 18.86872, 1.43042)
H (26.40074, 20.08704, -0.41964)
C (33.37716, 22.65146, 11.04783)
C (32.00723, 22.50761, 11.40849)
C (31.10469, 23.05873, 10.50474)
C (31.55274, 23.69546, 9.36631)
C (32.90784, 23.92293, 9.15230)
C (33.88357, 23.43444, 10.03887)
N (30.61093, 24.22507, 8.39107)
O (29.46286, 23.81118, 8.55539)
O (31.02315, 24.98250, 7.46777)
H (34.07636, 22.14960, 11.70024)
H (31.75364, 21.87180, 12.24385)
H (30.05986, 23.09555, 10.77565)
H (33.33592, 24.46548, 8.32237)
H (34.95319, 23.57375, 9.98513)
C (31.71522, 17.87541, 18.12973)
C (30.89930, 16.96296, 17.45562)
C (30.85781, 16.95716, 16.06186)
C (31.70624, 17.85675, 15.34287)
C (32.60502, 18.69793, 15.98238)
C (32.61909, 18.64854, 17.37229)
N (31.50476, 17.86336, 13.81663)
O (31.02945, 16.93083, 13.26631)
O (31.69681, 18.90271, 13.21160)
H (31.73898, 17.99413, 19.20292)
H (30.24745, 16.34842, 18.05880)
H (30.10598, 16.35425, 15.57436)
H (33.23275, 19.42470, 15.48825)
H (33.24962, 19.25559, 18.00500)
C (24.85000, 25.24430, 10.98503)
C (23.49162, 25.22202, 11.21059)
C (22.86966, 26.29325, 11.97915)
C (23.60916, 27.46835, 12.22394)
C (25.00153, 27.49665, 11.89576)
C (25.65101, 26.40796, 11.33901)
N (22.96306, 28.76182, 12.70937)
O (21.81648, 28.70433, 13.24738)
O (23.58574, 29.79085, 12.55858)
H (25.34009, 24.35946, 10.60652)
H (22.98711, 24.29930, 10.96474)
H (21.82599, 26.27712, 12.25643)
H (25.53002, 28.41146, 12.11985)
H (26.69769, 26.54422, 11.11032)
C (20.60060, 20.17439, 5.26065)
C (19.81107, 20.13710, 4.11592)
C (19.99827, 19.06850, 3.18841)
C (20.81501, 18.01696, 3.54239)
C (21.53058, 18.01371, 4.83557)
C (21.23478, 19.04344, 5.73479)
N (20.88797, 16.78052, 2.68091)
O (20.72250, 16.77734, 1.45911)
O (21.10767, 15.73406, 3.25737)
H (20.49518, 20.89113, 6.06165)
H (19.22169, 20.96617, 3.75307)
H (19.38570, 19.06491, 2.29894)
H (22.24223, 17.24140, 5.08755)
H (21.73059, 18.82230, 6.66843)
C (19.98031, 23.26874, 13.81168)
C (19.58850, 23.83384, 15.05443)
C (20.66526, 24.04724, 15.99379)
C (22.01376, 23.89563, 15.63482)
C (22.35578, 23.41319, 14.40502)
C (21.37737, 23.11402, 13.55097)
N (22.98594, 24.41722, 16.61723)
O (24.13632, 24.55095, 16.28958)
O (22.58225, 24.71260, 17.72413)
H (19.24604, 22.89021, 13.11600)
H (18.55068, 23.91712, 15.34148)
H (20.28112, 24.56149, 16.86234)
H (23.34023, 23.33807, 13.96727)
H (21.78230, 22.72995, 12.62635)
C (33.01359, 20.57117, 5.54530)
C (33.43732, 20.40149, 4.26797)
C (32.47215, 20.16121, 3.26358)
C (31.06425, 20.24521, 3.51539)
C (30.74455, 20.32974, 4.85230)
C (31.65179, 20.53514, 5.95829)
N (30.08293, 19.92717, 2.45133)
O (30.44689, 19.26059, 1.48422)
O (28.94378, 20.37551, 2.54738)
H (33.77850, 20.84340, 6.25749)
H (34.48470, 20.47937, 4.01632)
H (32.72075, 20.10805, 2.21393)
H (29.70760, 20.41677, 5.14138)
H (31.43722, 20.88745, 6.95641)
C (33.44164, 22.49236, 19.37339)
C (34.50897, 22.38674, 18.51576)
C (34.23632, 22.39048, 17.12285)
C (32.95608, 22.32804, 16.57226)
C (31.93884, 22.48871, 17.44528)
C (32.16647, 22.61176, 18.84524)
N (32.75166, 22.04164, 15.13098)
O (31.68694, 21.50859, 14.81202)
O (33.62104, 22.37531, 14.31466)
H (33.60589, 22.57768, 20.43742)
H (35.49172, 22.38121, 18.96362)
H (35.04392, 22.17929, 16.43759)
H (30.90346, 22.71737, 17.24007)
H (31.41440, 23.09068, 19.45470)
C (27.76378, 18.73596, 15.35006)
C (26.84905, 18.14757, 14.42014)
C (25.95646, 17.11320, 14.78017)
C (25.91284, 16.74560, 16.20117)
C (26.71898, 17.44239, 17.16228)
C (27.62374, 18.49142, 16.73044)
N (24.86617, 15.75115, 16.59984)
O (24.45402, 15.81048, 17.75569)
O (24.43284, 14.97519, 15.70937)
H (28.51351, 19.47931, 15.12259)
H (27.05975, 18.24535, 13.36540)
H (25.18001, 16.81125, 14.09290)
H (26.71154, 17.06597, 18.17453)
H (28.29051, 19.08174, 17.34144)
C (20.85311, 23.27926, 7.51769)
C (19.53739, 22.96232, 7.40164)
C (18.99625, 21.88196, 8.06498)
C (19.82156, 21.10119, 8.96922)
C (21.16257, 21.51352, 9.17228)
C (21.60274, 22.66969, 8.44217)
N (19.28533, 20.04958, 9.83644)
O (18.26167, 19.61530, 9.55048)
O (19.83859, 19.49641, 10.78099)
H (21.24118, 24.13284, 6.98179)
H (18.89209, 23.52504, 6.74337)
H (17.94491, 21.63489, 8.05911)
H (21.88903, 20.91642, 9.70344)
H (22.58717, 23.09819, 8.55924)
C (25.99822, 22.43023, 7.78720)
C (25.82454, 23.76123, 7.36122)
C (25.26135, 24.12505, 6.15095)
C (24.53671, 23.11254, 5.53239)
C (24.57490, 21.78844, 5.95095)
C (25.35210, 21.48664, 7.05549)
N (23.67682, 23.45510, 4.30923)
O (22.85275, 22.64811, 3.87652)
O (23.84330, 24.55574, 3.77277)
H (26.37875, 22.19940, 8.77123)
H (26.08589, 24.54784, 8.05358)
H (25.21674, 25.14875, 5.80968)
H (24.13339, 20.94032, 5.44881)
H (25.48706, 20.51957, 7.51696)
C (33.95937, 15.28681, 12.10837)
C (34.26542, 14.10985, 12.75290)
C (34.17861, 12.84633, 12.16324)
C (33.72915, 12.66793, 10.79502)
C (33.36795, 13.86191, 10.17025)
C (33.41596, 15.13615, 10.78747)
N (33.65912, 11.43964, 9.99905)
O (32.78552, 11.33494, 9.13023)
O (34.34981, 10.51069, 10.34462)
H (33.97518, 16.21371, 12.66245)
H (34.64854, 14.10983, 13.76266)
H (34.37067, 11.99733, 12.80254)
H (32.95551, 13.81122, 9.17339)
H (33.16570, 16.01267, 10.20827)
C (28.98550, 19.87320, 11.23505)
C (28.01493, 19.24807, 10.41483)
C (26.72690, 19.60166, 10.49703)
C (26.28210, 20.58363, 11.34077)
C (27.14396, 21.08987, 12.27025)
C (28.47867, 20.74150, 12.24897)
N (24.86758, 21.02576, 11.27822)
O (24.62557, 22.02579, 11.93859)
O (24.13033, 20.54991, 10.37854)
H (30.05272, 19.71083, 11.20232)
H (28.27506, 18.65026, 9.55381)
H (26.03125, 19.16718, 9.79439)
H (26.84250, 21.80122, 13.02490)
H (29.07413, 21.13918, 13.05748)
C (27.50666, 23.55939, 17.89965)
C (28.28756, 22.54035, 17.29087)
C (28.52790, 22.54861, 15.99403)
C (28.19530, 23.69633, 15.27545)
C (27.43081, 24.76908, 15.85256)
C (27.07690, 24.67007, 17.17367)
N (28.64848, 23.83586, 13.86576)
O (28.06848, 24.48799, 13.04693)
O (29.63928, 23.16786, 13.53886)
H (27.33612, 23.60360, 18.96517)
H (28.66577, 21.72752, 17.89310)
H (29.14730, 21.74393, 15.62625)
H (27.19696, 25.70194, 15.36115)
H (26.42953, 25.46257, 17.51900)